The following is a DFT calculation (ωB97M-V/def2-TZVPD) of a cluster of 4 separate species, C4H15NO3 in total.

XYZ file:
```
23
Properties=species:S:1:pos:R:3
H -1.32471 1.76338 1.40456
N 1.43810 0.33311 0.81420
C -0.84209 1.02305 0.78200
C 0.17830 0.26911 1.62591
H -1.55287 0.39810 0.25656
H -0.85861 -2.52934 -0.12996
H 1.67753 2.46768 1.08427
O -1.80559 -2.35128 0.02434
H -1.97340 -1.23502 -1.93007
C 1.43335 1.71511 0.31893
C 0.02978 1.79047 -0.24706
H -0.55212 -0.91586 -2.27487
H 1.51865 -2.06121 -1.43799
H 1.18997 -1.06569 -0.28648
H -0.00399 -0.77764 1.83193
H 0.32287 0.78923 2.57611
H 2.15263 1.82588 -0.49964
H -2.19287 -3.20441 -0.24602
H -0.00685 1.25095 -1.18987
H 2.20617 0.12441 1.45572
O 0.77634 -1.66894 -0.96732
H -0.35636 2.80267 -0.38298
O -1.45423 -0.74376 -2.58226
```

HOMO level (eV): -9.815
LUMO energy (eV): 0.6
Energy relative to the best compared isomer or geometry (same formula, charge and spin) (kJ/mol): 0.0
DFT total energy (a.u.): -441.8819
SMILES: C1CCNC1.O.O.O

=====

The following is a DFT calculation (ωB97M-V/def2-TZVPD) of a structure of composition H2ORb.

XYZ file:
```
4
Properties=species:S:1:pos:R:3
Rb 15.74544 9.68955 8.37162
H 16.41661 13.26471 9.48487
H 15.06949 12.58193 9.38001
O 16.00833 12.42301 9.28219
```

Total charge: +1
HOMO level (eV): -16.378
LUMO energy (eV): -4.2
Energy relative to the best compared isomer or geometry (same formula, charge and spin) (kJ/mol): 9.8
DFT total energy (a.u.): -100.3265

=====

We obtain gap between HOMO and LUMO values of 10.399 12.222 eV for the records listed above, in that order.